{"formula": "C2H12O3S2", "method": "ωB97M-V/def2-TZVPD", "elements": ["C", "C", "S", "S", "H", "H", "H", "H", "H", "H", "O", "H", "H", "O", "H", "H", "O", "H", "H"], "positions_angstrom": [[-2.9079, -0.3649, 0.9107], [-1.5749, 0.3919, 0.7578], [-1.3553, 1.1289, -0.8779], [-0.8223, -0.2169, -2.3277], [-3.2959, -0.2008, 1.9164], [-2.8767, -1.3942, 0.5458], [-3.6253, 0.2458, 0.3492], [-0.6941, -0.1673, 1.0938], [-1.6332, 1.2342, 1.4537], [0.4041, 0.2524, -2.5715], [3.2046, -0.3011, -1.2554], [2.4995, 0.0862, -1.7875], [3.8941, 0.3644, -1.3707], [-0.3916, -3.2611, 0.9648], [0.3987, -2.9992, 1.4604], [-0.2328, -2.8090, 0.1256], [4.0547, 2.1862, 4.7085], [4.7398, 1.5895, 4.4006], [4.3943, 3.0823, 4.7558]], "forces_ev_per_a": [[0.0133, 1.2634, -0.4080], [-0.0247, -0.9601, 0.5429], [-0.1196, 1.0337, -0.0259], [-0.2414, -0.4303, 0.2748], [0.3220, -0.8762, 0.2938], [-0.1525, 0.1890, 0.3446], [-0.0354, -0.5059, -0.3726], [-0.1815, -0.0934, -0.2837], [0.1868, 0.3602, -0.4672], [0.2119, -0.0214, 0.1123], [0.0083, 0.4846, -0.3017], [-0.1764, -0.2810, 0.1270], [0.1857, -0.2180, 0.2190], [0.5388, 0.4493, -0.0711], [-0.2751, -0.2456, 0.1129], [-0.2577, -0.1473, -0.0961], [-0.5611, -0.1543, 0.1363], [0.2310, 0.2927, -0.0188], [0.3277, -0.1394, -0.1185]], "mulliken_charge": [-0.935, -0.424, -0.074, -0.145, 0.340, 0.260, 0.324, 0.281, 0.300, 0.055, -0.605, 0.300, 0.321, -0.629, 0.317, 0.313, -0.643, 0.321, 0.322], "gap_ev": 9.27, "charge": 0, "energy_ev": -30081.1360, "e_above_lowest_kj_mol": 105.5, "smiles": "CCSS.O.O.O"}

{"formula": "C5H10N4O4", "method": "ωB97M-V/def2-TZVPD", "elements": ["C", "N", "C", "N", "C", "N", "C", "O", "O", "C", "N", "O", "O", "H", "H", "H", "H", "H", "H", "H", "H", "H", "H"], "positions_angstrom": [[-1.2440, 0.1912, 1.9748], [-1.1906, -0.5943, 0.8134], [-0.2541, -0.9076, 0.0646], [-0.2732, -1.8707, -0.8555], [-1.2722, -2.8942, -0.7807], [1.0766, -0.1548, -0.0269], [1.0684, 1.2619, 0.1006], [1.6634, 1.8006, 0.9944], [0.2483, 1.7455, -0.8527], [0.2679, 3.1910, -1.1156], [2.3640, -0.7433, 0.1081], [2.3968, -1.9058, 0.4231], [3.2060, 0.0549, -0.2462], [-2.2462, 0.6113, 2.0776], [-0.4595, 0.9675, 1.9420], [-1.2174, -0.4433, 2.8527], [-0.1729, -1.4460, -1.7239], [-1.2361, -3.3139, -1.7484], [-0.8914, -3.6123, -0.0057], [-2.2466, -2.5657, -0.4077], [0.3612, 3.3905, -2.1587], [0.9140, 3.6967, -0.3932], [-0.8623, 3.5409, -1.0359]], "forces_ev_per_a": [[0.2037, 1.0446, 0.1910], [-0.7965, -1.5279, -0.4030], [1.8177, 1.9701, 1.2359], [-0.0235, -0.6700, 0.3069], [0.5802, -0.5754, 2.0550], [-1.6197, -0.7496, 0.3132], [0.0016, -0.3713, 0.5261], [-0.5722, 0.8449, -1.0477], [0.9031, 0.9634, -0.0575], [-3.6035, -0.0704, 1.3734], [-1.8972, 1.0502, -0.9491], [0.7550, 0.5827, 0.0863], [1.0965, -1.4612, 0.4932], [0.1361, 0.4482, -0.3500], [-0.4583, -0.1389, 0.8166], [0.6797, -0.1715, 0.2581], [0.5420, 0.3768, -2.0493], [-0.6638, -0.9809, -0.8400], [-0.4812, 0.2126, -0.8629], [0.0040, 0.1476, -0.5802], [1.2742, -0.2909, -0.6837], [-0.0912, -0.0120, -0.5027], [2.2131, -0.6211, 0.6705]], "mulliken_charge": [-0.675, -0.452, 0.543, -0.218, -0.894, 0.200, 0.322, -0.511, -0.276, -0.721, 1.098, -0.604, -0.604, 0.238, 0.258, 0.284, 0.226, 0.371, 0.260, 0.307, 0.261, 0.355, 0.230], "gap_ev": 9.88, "charge": 0, "energy_ev": -19492.3658, "e_above_lowest_kj_mol": 569.5, "smiles": "C/N=C(/NC)N(C(=O)OC)[N+](=O)[O-]"}

{"formula": "C19H11Cl4O4S", "method": "ωB97M-V/def2-TZVPD", "elements": ["Cl", "C", "C", "Cl", "C", "O", "C", "O", "C", "Cl", "C", "Cl", "C", "C", "C", "C", "S", "C", "C", "C", "C", "C", "C", "C", "O", "O", "C", "C", "H", "H", "H", "H", "H", "H", "H", "H", "H", "H", "H"], "positions_angstrom": [[0.3790, -2.9682, -2.4832], [1.5297, -2.7461, -1.2320], [2.6986, -2.0534, -1.4873], [3.0340, -1.3898, -3.0128], [3.7256, -1.8278, -0.4717], [4.7540, -1.1949, -0.6818], [3.4509, -2.4286, 0.9312], [4.2596, -2.2698, 1.8385], [2.1988, -3.1663, 1.0869], [1.9307, -3.8112, 2.6329], [1.2841, -3.3208, 0.0580], [-0.1620, -4.1963, 0.3179], [-4.6852, -4.2541, -1.7420], [-3.5749, -4.2259, -2.5902], [-3.1223, -3.0093, -3.0990], [-3.7577, -1.8271, -2.7243], [-3.1658, -0.2583, -3.3863], [-2.0555, 0.3313, -2.2041], [-1.3646, 1.5289, -2.4358], [-0.3942, 2.0138, -1.4964], [0.2887, 3.2024, -1.7260], [0.0363, 3.9554, -2.8854], [-0.8979, 3.4975, -3.8295], [-1.5799, 2.3135, -3.6192], [-2.4805, -0.6202, -4.6105], [-4.3617, 0.5549, -3.4585], [-4.8762, -1.8457, -1.8917], [-5.3337, -3.0655, -1.3907], [-5.0443, -5.2049, -1.3513], [-3.0500, -5.1402, -2.8680], [-2.2751, -2.9683, -3.7780], [-1.9470, -0.2673, -1.3013], [-0.2328, 1.3986, -0.6070], [1.0243, 3.5475, -0.9959], [0.5625, 4.8912, -3.0612], [-1.0985, 4.0625, -4.7422], [-2.2888, 1.9855, -4.3801], [-5.3750, -0.9123, -1.6412], [-6.1957, -3.0733, -0.7236]], "forces_ev_per_a": [[0.1840, 0.1492, 0.3618], [1.4092, 0.9895, -1.4734], [-1.2966, -0.5758, -0.1100], [-0.0560, 0.0757, -0.2582], [1.3128, 0.7376, 0.2408], [-1.4526, -0.9868, 0.3940], [1.2990, 0.5478, 0.6794], [-1.1486, -0.2504, -1.3139], [-1.2751, -0.3207, -1.0306], [-0.1596, -0.2378, 0.3873], [1.0055, -0.1003, 2.1507], [0.1053, 0.1055, -0.0420], [0.0722, 0.1380, 0.0257], [-0.1242, 0.1721, -0.0237], [-0.0892, 0.0110, 0.3126], [0.0853, -0.0395, 0.1245], [0.6698, -0.4181, 1.5343], [-0.6130, -0.9404, -0.1121], [0.3458, 0.5558, -0.2591], [-0.3704, -0.0254, -0.5044], [-0.3204, -0.1389, -0.2595], [0.1090, 0.1209, -0.0016], [0.1938, -0.2321, 0.5190], [0.1581, 0.0649, 0.1540], [-0.2144, 0.1649, -0.6722], [-0.3156, 0.3009, -0.6122], [0.2126, -0.2447, 0.0571], [0.1562, 0.0113, -0.1624], [0.0640, 0.1737, -0.0542], [-0.2301, 0.1356, 0.1009], [-0.1684, 0.0840, 0.0834], [-0.0878, 0.1368, -0.2687], [0.1222, 0.3258, -0.1572], [-0.1786, -0.0430, -0.2037], [-0.0266, -0.1512, 0.0811], [0.1197, -0.0653, 0.2644], [0.1737, 0.0227, 0.3110], [0.1491, -0.1477, -0.0864], [0.1799, -0.1054, -0.1766]], "mulliken_charge": [-0.064, 0.261, 0.275, -0.152, 0.330, -0.567, 0.261, -0.571, 0.303, -0.159, 0.141, -0.147, -0.389, -0.723, -0.232, -0.379, 1.329, -0.801, 1.135, -0.729, -0.432, -0.424, -0.629, -0.550, -0.657, -0.681, -0.261, -0.533, 0.362, 0.372, 0.629, 0.351, 0.307, 0.322, 0.325, 0.322, 0.288, 0.420, 0.348], "gap_ev": 2.33, "charge": -1, "energy_ev": -88995.0763, "e_above_lowest_kj_mol": 62.4}

{"formula": "C16H14BrN3O5Pd", "method": "ωB97M-V/def2-TZVPD", "elements": ["Pd", "O", "C", "C", "C", "C", "C", "C", "C", "O", "N", "N", "C", "C", "Br", "C", "C", "C", "C", "C", "C", "C", "H", "H", "H", "H", "H", "H", "H", "H", "H", "H", "H", "H", "H", "H", "O", "N", "O", "O"], "positions_angstrom": [[-1.4627, 0.8676, 0.9680], [1.2834, 4.5483, -1.6942], [0.8957, 4.7699, -0.3906], [1.4743, 5.7547, 0.3960], [1.0783, 5.8982, 1.7181], [0.1126, 5.0561, 2.2495], [-0.4635, 4.0818, 1.4430], [-0.0864, 3.9312, 0.1183], [-0.6964, 2.8634, -0.7816], [-1.8722, 2.3038, -0.3397], [0.3102, 1.7871, -0.9708], [-0.0896, 0.5707, -0.6432], [0.5832, -0.4958, -0.8313], [0.0196, -1.8304, -0.6112], [-1.7428, -1.8454, 0.0825], [0.6634, -2.9244, -1.0043], [0.3002, -4.3505, -1.0318], [-0.6205, -4.9577, -0.1754], [-0.9170, -6.3066, -0.3042], [-0.2999, -7.0747, -1.2820], [0.6416, -6.4904, -2.1184], [0.9430, -5.1450, -1.9849], [1.8974, 5.2382, -1.9660], [2.2398, 6.4013, -0.0233], [1.5239, 6.6743, 2.3284], [-0.2020, 5.1643, 3.2796], [-1.2534, 3.4592, 1.8326], [-0.8488, 3.3046, -1.7696], [1.2430, 1.9731, -1.3066], [1.5793, -0.4530, -1.2666], [1.6299, -2.7080, -1.4572], [-1.0884, -4.3871, 0.6134], [-1.6331, -6.7603, 0.3696], [-0.5441, -8.1248, -1.3874], [1.1438, -7.0837, -2.8726], [1.6806, -4.6923, -2.6390], [-2.0540, -0.1315, 4.5278], [-1.8649, 0.2309, 3.4080], [-2.7172, 0.9236, 2.7481], [-0.7862, -0.0405, 2.7691]], "forces_ev_per_a": [[0.5033, 0.9085, -0.1952], [0.0132, 0.0241, 0.0591], [0.1602, 0.0129, -0.0221], [0.0546, 0.0364, -0.0592], [-0.0308, -0.0175, 0.0216], [0.0058, -0.0015, -0.0607], [-0.0253, 0.2470, 0.0104], [-0.1420, -0.1999, 0.1182], [0.1376, -0.0614, 0.1244], [-0.1994, -0.1916, 0.2122], [-0.0688, 0.2319, -0.1076], [-0.1625, 0.1459, 1.3249], [0.0557, -0.4775, -0.2543], [-0.2772, 0.5296, 0.3184], [-0.1379, -0.6902, -0.2396], [0.3520, -0.3352, -0.1480], [0.0051, 0.1297, 0.0198], [-0.0009, -0.0137, 0.0938], [0.0273, 0.0177, -0.0027], [0.0036, 0.0212, -0.0144], [0.0039, 0.0153, 0.0097], [0.0076, -0.0223, -0.0694], [-0.0038, -0.0095, 0.0069], [-0.0438, -0.0198, 0.0152], [0.0029, -0.0426, -0.0196], [0.0074, -0.0036, -0.0386], [-0.0992, -0.1065, 0.0443], [-0.2499, 0.0904, -0.0620], [0.0332, -0.1044, -0.1173], [-0.0586, 0.0121, -0.2172], [-0.0013, -0.0738, 0.0283], [0.0023, -0.0325, -0.0596], [0.0211, 0.0158, -0.0160], [0.0171, 0.0375, 0.0232], [-0.0179, 0.0258, 0.0193], [-0.0262, -0.0211, 0.0169], [-0.0425, 0.0514, -0.0145], [0.1220, 0.0294, 0.0042], [0.5235, 0.2078, -0.4960], [-0.4712, -0.3658, -0.2569]], "mulliken_charge": [0.276, -0.564, 0.760, -0.840, -0.413, -0.902, -0.336, 0.313, 0.351, -0.806, -0.059, -0.271, -0.091, 0.422, -0.040, -0.597, 0.916, -0.409, -0.642, -0.406, -0.551, -0.523, 0.314, 0.272, 0.369, 0.396, 0.568, 0.319, 0.202, 0.350, 0.248, 0.372, 0.372, 0.373, 0.368, 0.308, -0.588, 1.505, -0.679, -0.657], "gap_ev": 7.23, "charge": 0, "energy_ev": -105043.0158}

{"formula": "C3H8BrCrNO", "method": "ωB97M-V/def2-TZVPD", "elements": ["Cr", "Br", "C", "C", "O", "N", "H", "H", "C", "H", "H", "H", "H", "H", "H"], "positions_angstrom": [[1.6605, -1.9589, -4.2472], [2.5327, -0.9454, -2.0754], [0.4226, -1.2464, 0.9927], [-0.7021, -0.3666, 1.3105], [-1.7426, -0.7315, 1.7357], [-0.5381, 1.0847, 0.8419], [-1.1618, 1.7546, 1.2688], [0.2851, 1.4832, 1.2703], [-0.6962, 1.2445, -0.6833], [0.2386, -1.9662, 0.1951], [0.7760, -1.7225, 1.9073], [1.1702, -0.6221, 0.5035], [-1.7524, 1.0753, -0.8926], [-0.0455, 0.6217, -1.2971], [-0.4469, 2.2954, -0.8302]], "forces_ev_per_a": [[0.2133, -0.1762, -0.2671], [0.1359, -0.1231, -0.2921], [1.6013, 0.3381, -0.8430], [-2.4431, -0.7524, -0.1126], [0.4884, 0.8567, 0.0371], [0.1303, -0.0970, -0.4036], [-1.6383, -0.2485, 0.3035], [1.4616, -0.1450, -0.5138], [-0.0435, 1.0168, 1.0339], [-0.8918, -0.3744, 0.5194], [0.1852, -0.1229, -0.1598], [0.7533, 0.1206, 0.5983], [0.1469, -0.0759, -0.0508], [0.0163, -0.1482, 0.5917], [-0.1159, -0.0685, -0.4411]], "lowdin_spin": [4.054, 0.852, 0.015, 0.008, 0.055, 0.007, 0.000, 0.000, 0.002, 0.001, 0.000, 0.004, 0.000, 0.001, 0.001], "gap_ev": [4.18, 2.93], "charge": 3, "spin_multiplicity": 6, "energy_ev": -105204.6702}